Entry 1:
Entry from the OMol25 dataset: the molecule C3H9N2O3P at a distorted geometry (ωB97M-V/def2-TZVPD).

Geometry as XYZ:
```
18
Properties=species:S:1:pos:R:3:forces:R:3
H -3.110 -2.188 0.116 1.37 1.54 1.13
H -2.630 -1.737 1.881 -0.81 0.29 -0.59
H 4.199 -1.547 0.360 1.93 -0.57 0.06
N 2.519 -1.345 -0.493 -0.29 0.60 0.45
H -1.221 2.525 -1.363 -1.21 -0.57 0.61
H 0.294 2.127 -1.570 2.62 -1.27 -2.50
C -0.343 2.258 -0.800 -0.78 1.10 1.15
O -1.179 -0.367 -1.757 -0.06 -0.40 -0.32
O -0.373 1.125 0.099 -0.41 0.75 0.44
N 1.167 -0.979 -0.763 -1.16 0.81 0.71
C 3.306 -1.040 0.491 -3.08 -1.36 -3.35
H 3.111 -0.481 1.318 -0.79 1.60 2.31
H -2.925 -0.333 0.636 -0.73 -1.84 0.56
H 0.039 3.218 -0.408 -0.35 -0.87 1.13
O -1.161 -1.245 0.701 1.54 -0.03 -1.14
P -0.497 -0.369 -0.465 1.80 -0.19 0.67
C -2.598 -1.413 0.827 -0.13 1.09 -0.60
H 1.075 -0.892 -1.755 0.52 -0.69 -0.73
```
Forces are in eV/Å.

Values from the calculation:
Relative energy (zero: lowest compared OMol25 entry of this formula, charge and spin), kcal/mol: 8.3
Calculated total energy, eV: -21666.935
Max |F|, eV Å⁻¹: 4.74
HOMO, hartree: -0.33153
SMILES string: C=NNP(=O)(OC)OC
Orbital gap, Ha: 0.3632

---

Entry 2:
Entry from the OMol25 dataset: a 2-piece molecular cluster, C3H9N2O7S2 overall at a distorted geometry (ωB97M-V/def2-TZVPD).

Geometry as XYZ:
```
23
Properties=species:S:1:pos:R:3:forces:R:3
H 2.941 -1.180 0.264 -1.28 0.04 0.73
O 1.887 1.394 -1.634 -1.34 1.28 -2.42
O -3.292 2.088 0.157 0.79 -1.05 -0.01
H -1.133 -0.858 2.394 -0.50 0.69 -0.79
C -0.751 -0.942 -0.006 -0.88 -0.70 -0.18
H 1.110 -0.790 -0.283 0.92 0.33 0.63
O -0.850 -1.100 -1.337 1.09 -0.18 0.95
H -1.383 -0.348 -1.712 -0.25 0.54 -0.24
O -3.818 -0.292 -0.131 0.76 0.10 0.25
H -0.688 1.330 0.609 -0.19 -1.53 -1.00
O -2.358 0.843 -1.720 0.47 0.06 0.12
H 2.376 -1.549 -1.241 -0.21 0.64 -0.55
S -2.835 0.772 -0.324 -1.52 1.09 1.07
O 4.237 0.795 -1.172 0.49 -0.49 0.21
N -1.334 0.097 2.064 -1.77 0.28 2.61
O 2.671 1.512 0.575 1.78 -0.80 0.41
H 1.852 1.996 0.631 -0.68 0.13 -0.38
C -1.238 0.330 0.704 -0.33 0.97 -2.76
N -0.366 -1.877 0.767 1.60 -0.68 -0.01
H 0.189 -2.643 0.314 -1.46 0.70 0.06
S 2.857 0.765 -0.847 -1.50 0.16 1.67
C 2.176 -0.814 -0.449 3.08 -1.00 -0.58
H -2.250 0.472 2.376 0.95 -0.56 0.21
```
Forces are in eV/Å.

Values from the calculation:
Relative energy (zero: lowest compared OMol25 entry of this formula, charge and spin), kcal/mol: 0.0
Total charge: -1
Calculated total energy, eV: -42240.964
Max |F|, eV Å⁻¹: 3.29
HOMO, hartree: -0.20801
Orbital gap, Ha: 0.3134

---

Entry 3:
Entry from the OMol25 dataset: an isolated ion of composition C3H9N2OS and charge +1 at a distorted geometry (ωB97M-V/def2-TZVPD).

Geometry as XYZ:
```
16
Properties=species:S:1:pos:R:3:forces:R:3
N -1.702 0.027 -0.525 -0.32 -0.17 0.37
H 0.655 1.161 -1.412 -0.65 -1.53 2.46
C -1.024 -1.183 -0.472 1.35 0.75 4.91
H 1.663 2.373 0.491 -0.96 -0.35 -0.19
H 1.062 -1.183 0.263 0.10 -1.10 1.20
O -0.845 0.970 0.140 -1.21 -1.76 -2.08
H -1.111 -1.812 -1.239 -1.25 -2.56 -3.07
H 0.808 1.422 1.709 -0.99 -0.14 1.44
H -1.778 -0.985 1.873 0.26 -0.16 -0.77
N 0.504 -0.855 -0.491 0.09 2.97 -0.22
H 2.273 0.877 0.877 -0.43 -0.23 0.31
H -2.006 0.141 -1.474 0.17 1.81 -0.65
C 0.435 0.642 -0.328 1.47 4.76 -0.46
S -1.277 -2.012 1.126 -0.21 -0.61 0.48
H 1.055 -0.958 -1.327 -0.14 -0.72 -0.83
C 1.289 1.374 0.788 2.72 -0.96 -2.90
```
Forces are in eV/Å.

Values from the calculation:
Relative energy (zero: lowest compared OMol25 entry of this formula, charge and spin), kcal/mol: 96.6
Total charge: +1
Calculated total energy, eV: -19109.752
Max |F|, eV Å⁻¹: 5.15
HOMO, hartree: -0.51124
SMILES string: C[C@H]1[NH2+][C@@H](S)NO1
Orbital gap, Ha: 0.3818

---

Entry 4:
Entry from the OMol25 dataset: the molecule C3H9N2P at a distorted geometry (ωB97M-V/def2-TZVPD).

Geometry as XYZ:
```
15
Properties=species:S:1:pos:R:3:forces:R:3
H 0.105 -2.762 1.493 0.36 -0.04 -0.56
H -0.432 -0.383 -0.922 -0.82 1.61 0.93
H -0.723 2.546 -1.029 0.32 -1.23 -0.25
H 1.057 0.434 1.125 -0.11 0.84 -0.86
N -0.417 -0.833 1.480 -1.57 0.61 1.31
H -0.405 1.274 1.661 -0.58 0.52 1.06
H -0.059 -2.045 -0.163 -0.21 -0.29 0.33
C -0.050 0.464 1.080 0.88 -1.05 -1.81
N -0.345 1.595 -1.247 -0.05 4.00 -0.70
C -0.743 0.603 -0.378 2.18 -3.86 0.13
H -1.794 0.541 -0.184 -0.71 0.28 -0.06
C 0.293 -1.874 0.873 -1.18 -0.99 0.03
P 0.997 1.727 -2.297 -0.69 0.86 0.50
H 1.320 -1.673 0.739 1.68 0.24 0.09
H 1.194 0.387 -2.231 0.50 -1.51 -0.15
```
Forces are in eV/Å.

Values from the calculation:
Relative energy (zero: lowest compared OMol25 entry of this formula, charge and spin), kcal/mol: 75.5
Calculated total energy, eV: -15522.128
Max |F|, eV Å⁻¹: 4.43
HOMO (alpha / beta), hartree: -0.32373 / -0.26507
Orbital gap (alpha / beta), Ha: 0.3167 / 0.2612

---

Entry 5:
Entry from the OMol25 dataset: the molecule C3H9N2PS at a distorted geometry (ωB97M-V/def2-TZVPD).

Geometry as XYZ:
```
16
Properties=species:S:1:pos:R:3:forces:R:3
H -0.792 -2.163 1.324 -0.31 -0.03 -0.02
H 2.943 2.106 0.654 0.23 0.16 0.34
H 2.559 2.156 -0.985 0.40 1.03 -2.49
C 1.069 1.254 0.153 -1.67 0.26 0.05
H -1.253 -1.083 2.383 0.03 0.78 0.69
H -1.666 -0.920 -2.246 0.36 -0.60 1.10
S -2.118 1.402 0.245 -1.45 1.31 -0.07
P -1.148 -0.188 0.102 1.62 -3.05 2.19
H 0.343 2.100 0.349 0.87 -0.46 -0.36
H 2.924 0.533 -0.157 0.83 0.25 -0.79
H -0.707 -2.130 -1.277 2.34 -1.96 -0.27
N 0.571 0.074 0.155 0.37 -0.01 -0.60
C -1.420 -1.409 -1.264 -3.25 3.23 0.96
N -1.507 -1.444 1.488 1.11 1.24 -3.06
H -2.321 -1.831 -0.756 0.23 -0.04 -1.06
C 2.523 1.542 -0.167 -1.71 -2.12 3.38
```
Forces are in eV/Å.

Values from the calculation:
Relative energy (zero: lowest compared OMol25 entry of this formula, charge and spin), kcal/mol: 10.7
Calculated total energy, eV: -26361.453
Max |F|, eV Å⁻¹: 4.68
HOMO, hartree: -0.33209
SMILES string: C/C=N/[P@@](C)(N)=S
Orbital gap, Ha: 0.3652

---

Entry 6:
Entry from the OMol25 dataset: a 2-piece molecular cluster, C3H9N2S overall at a distorted geometry (ωB97M-V/def2-TZVPD).

Geometry as XYZ:
```
15
Properties=species:S:1:pos:R:3:forces:R:3
H -0.325 -1.851 0.989 0.33 -0.67 1.18
H -0.392 2.440 -0.108 0.91 -0.87 -0.25
H 0.050 0.623 1.900 -0.07 0.78 -1.16
H 1.481 -0.304 1.367 0.39 0.45 0.54
C -0.039 1.380 -0.048 0.64 1.83 1.63
C -0.070 -1.145 0.249 1.27 0.10 -3.48
H -2.379 0.374 -1.708 0.06 -1.43 2.54
H -0.129 -1.737 -0.798 -0.65 1.85 2.16
N -2.313 -0.072 -0.715 0.15 1.36 -3.53
N 1.167 0.889 -0.270 0.36 -0.46 -1.78
H 1.936 1.231 -0.903 -1.39 0.08 1.20
C 1.295 -0.429 0.299 1.67 -2.09 -1.01
S -1.223 0.272 0.467 -0.81 -1.96 1.17
H -3.108 -0.477 -0.272 -1.09 0.16 -0.28
H 2.179 -0.984 -0.229 -1.76 0.88 1.07
```
Forces are in eV/Å.

Values from the calculation:
Relative energy (zero: lowest compared OMol25 entry of this formula, charge and spin), kcal/mol: 132.5
Total charge: +1
Calculated total energy, eV: -17060.420
Max |F|, eV Å⁻¹: 3.79
HOMO (alpha / beta), hartree: -0.46790 / -0.46794
Orbital gap (alpha / beta), Ha: 0.2855 / 0.2855

---

Entry 7:
Entry from the OMol25 dataset: an isolated ion of composition C3H9N2Si and charge +1 at a distorted geometry (ωB97M-V/def2-TZVPD).

Geometry as XYZ:
```
15
Properties=species:S:1:pos:R:3:forces:R:3
H -2.601 0.416 1.431 0.12 -0.21 -0.82
H 2.284 0.940 1.116 -1.02 -1.72 -2.36
H -0.086 1.745 0.519 1.51 -1.53 -0.46
Si -2.299 -0.131 0.056 1.49 0.14 0.75
H 2.444 0.699 -0.669 2.24 1.45 -2.65
H 2.308 -1.760 0.212 0.75 0.50 -0.12
N -0.449 -0.341 0.010 0.59 0.14 -0.51
C 0.404 0.913 -0.133 -3.03 1.40 1.09
H -2.842 -1.409 -0.262 -0.36 -0.83 0.02
C 0.410 -1.323 -0.127 0.67 2.49 1.65
H 0.116 1.289 -1.108 0.78 -0.03 -0.60
C 1.837 0.455 0.089 -0.65 0.79 4.75
H 0.220 -2.319 -0.215 -1.14 -2.64 -0.24
N 1.688 -0.990 0.021 -1.49 -0.71 -0.14
H -2.350 0.737 -1.083 -0.49 0.76 -0.36
```
Forces are in eV/Å.

Values from the calculation:
Relative energy (zero: lowest compared OMol25 entry of this formula, charge and spin), kcal/mol: 25.7
Total charge: +1
Calculated total energy, eV: -14107.443
Max |F|, eV Å⁻¹: 4.86
HOMO, hartree: -0.52311
SMILES string: [SiH3]N1C=[NH+]CC1
Orbital gap, Ha: 0.3988

---

Entry 8:
Entry from the OMol25 dataset: a 2-piece molecular cluster, C3H9N3 overall at a distorted geometry (ωB97M-V/def2-TZVPD).

Geometry as XYZ:
```
15
Properties=species:S:1:pos:R:3:forces:R:3
C 1.467 -1.215 0.754 -1.93 4.36 0.50
H 0.840 0.512 2.085 -1.36 0.14 0.14
N 0.248 -1.404 0.097 -2.60 -0.43 -2.13
H -1.485 -1.073 -1.009 -0.51 -0.40 -0.06
N -2.576 1.230 -1.553 1.24 -1.22 -0.92
H -2.325 0.929 -2.541 -0.43 0.33 1.48
H 2.509 0.201 2.009 -0.68 -0.08 -0.55
C 1.565 0.198 1.385 3.45 -1.13 0.26
C -0.681 -0.740 -0.364 2.03 0.53 0.68
H 1.807 0.898 0.603 -0.56 0.57 -0.20
H -3.014 0.431 -1.052 -0.18 0.91 -0.74
H 1.560 -1.944 1.427 0.19 -2.83 3.11
N -1.500 1.559 -0.758 -1.85 -1.21 2.28
H 2.256 -1.388 0.122 1.83 -0.11 -2.00
H -0.671 1.807 -1.206 1.37 0.57 -1.85
```
Forces are in eV/Å.

Values from the calculation:
Relative energy (zero: lowest compared OMol25 entry of this formula, charge and spin), kcal/mol: 133.5
Calculated total energy, eV: -7721.785
Max |F|, eV Å⁻¹: 4.79
HOMO (alpha / beta), hartree: -0.25602 / -0.28607
Orbital gap (alpha / beta), Ha: 0.2874 / 0.3152

---

Among the records above, which one has the lowest max |F|?
C3H9N2O7S2

---

Which value of calculated total energy does entry 5 give?
-26361.453 eV

---

calculated total energy of number 4 (C3H9N2P)?
-15522.128 eV

---

What is the calculated total energy in the second record?
-42240.964 eV